1.
Formula: C22H25AuN2O8S2
Source: the OMol25 dataset
Level of theory: wB97M-V/def2-TZVPD

Calculated values
Charge: -2
Multiplicity: 1
Gap between HOMO and LUMO (eV): 6.1961

Positions of all 60 atoms, in Å:
Au: -2.485 -0.255 -0.382
O: -2.022 0.061 2.826
S: -3.401 -0.454 2.390
O: -4.340 -0.037 3.419
O: -3.801 0.219 1.103
O: -3.338 -1.899 2.237
O: -0.510 0.807 0.874
S: -0.299 -0.097 1.995
C: 0.425 1.051 3.329
C: -0.594 1.942 3.915
C: -1.457 1.469 4.905
C: -2.481 2.258 5.387
C: -2.652 3.548 4.910
C: -1.783 4.043 3.954
C: -0.769 3.243 3.453
C: 1.633 -0.670 1.460
C: 2.457 0.347 0.856
C: 2.095 0.934 -0.370
C: 2.847 1.947 -0.924
C: 3.991 2.415 -0.287
C: 4.356 1.864 0.931
C: 3.593 0.864 1.501
H: 1.197 1.594 2.789
H: 0.854 0.364 4.059
H: -1.343 0.456 5.262
H: -3.171 1.856 6.115
H: -3.463 4.163 5.278
H: -1.907 5.052 3.579
H: -0.115 3.625 2.679
H: 1.280 -1.424 0.763
H: 2.065 -1.130 2.347
H: 1.194 0.606 -0.864
H: 2.540 2.394 -1.862
H: 4.601 3.189 -0.738
H: 5.245 2.215 1.446
H: 3.888 0.441 2.454
C: -2.415 -2.558 -4.409
C: -1.095 -3.263 -4.113
C: -0.089 -2.333 -3.409
C: 1.197 -3.104 -3.053
C: 2.178 -2.229 -2.280
C: 0.285 -1.202 -4.338
O: 0.779 -1.369 -5.441
N: 0.044 0.030 -3.839
C: -0.883 0.354 -2.791
O: -1.270 1.498 -2.755
N: -1.241 -0.640 -1.979
C: -0.790 -1.904 -2.110
O: -1.008 -2.755 -1.269
H: -3.105 -3.249 -4.889
H: -2.267 -1.705 -5.070
H: -2.871 -2.200 -3.488
H: -0.650 -3.634 -5.041
H: -1.282 -4.102 -3.440
H: 1.663 -3.467 -3.975
H: 0.913 -3.961 -2.439
H: 2.473 -1.360 -2.863
H: 3.077 -2.787 -2.024
H: 1.722 -1.882 -1.357
H: 0.307 0.820 -4.417

Charges computed using Löwdin, reported in e: Au 0.86; O -0.56; S 0.28; O -0.36; O -0.52; O -0.38; O -0.55; S 0.92; C -0.22; C -0.29; C -0.06; C -0.09; C -0.11; C -0.11; C -0.04; C -0.25; C -0.31; C -0.05; C -0.10; C -0.14; C -0.13; C -0.08; H 0.08; H 0.09; H 0.12; H 0.10; H 0.09; H 0.09; H 0.11; H 0.05; H 0.06; H 0.09; H 0.10; H 0.08; H 0.08; H 0.10; C -0.08; C -0.18; C -0.31; C -0.17; C -0.07; C -0.46; O 0.06; N 0.21; C -0.57; O 0.04; N 0.01; C -0.51; O 0.05; H 0.07; H 0.08; H 0.08; H 0.11; H 0.12; H 0.11; H 0.12; H 0.08; H 0.07; H 0.06; H 0.15

2.
Formula: C5H10FOP
Source: the OMol25 dataset
Level of theory: wB97M-V/def2-TZVPD

Calculated values
Multiplicity: 1
Gap between HOMO and LUMO (alpha / beta) (eV): 7.3013 / 7.3119

Positions of all 18 atoms, in Å:
C: -1.545 -0.690 -0.373
C: -0.884 0.379 0.043
C: -0.953 -2.061 -0.258
C: -1.362 1.790 0.155
C: 1.976 0.580 -0.577
O: 0.285 0.223 0.621
F: 1.726 -0.223 -1.617
P: 3.243 0.079 0.591
H: -2.593 -0.709 -0.570
H: -1.374 -2.451 0.665
H: -1.139 -2.807 -0.988
H: 0.089 -2.041 -0.223
H: -2.422 1.966 -0.220
H: -0.564 2.410 -0.469
H: -1.298 2.004 1.262
H: 1.670 1.620 -0.685
H: 2.716 0.893 1.671
H: 2.429 -0.961 0.974

Charges computed using Löwdin, reported in e: C -0.09; C -0.56; C -0.09; C -0.05; C -0.41; O -0.16; F 0.01; P 0.86; H 0.09; H 0.08; H 0.06; H 0.03; H 0.09; H 0.10; H 0.09; H 0.08; H -0.05; H -0.10

3.
Formula: C19H39N4O25
Source: the OMol25 dataset
Level of theory: wB97M-V/def2-TZVPD

Calculated values
Charge: -3
Multiplicity: 1
Gap between HOMO and LUMO (eV): 4.6717

Positions of all 87 atoms, in Å:
C: 0.284 -2.170 0.157
C: -0.203 -1.038 -0.746
O: -0.255 -1.057 -1.950
N: -0.769 0.145 -0.041
H: -1.778 0.265 -0.179
H: -0.690 0.135 0.957
C: -0.047 1.431 -0.496
H: -0.282 -2.194 1.087
H: 1.355 -2.023 0.324
H: 0.249 -3.162 -0.295
H: -0.234 1.578 -1.556
H: 1.015 1.276 -0.303
H: -0.447 2.189 0.172
C: 3.680 -5.726 -4.077
C: 4.270 -4.527 -3.349
O: 5.442 -4.390 -3.152
N: 3.281 -3.618 -2.643
H: 2.609 -4.000 -1.970
H: 3.878 -3.087 -2.002
C: 2.594 -2.573 -3.552
H: 2.989 -6.298 -3.456
H: 4.498 -6.381 -4.375
H: 3.123 -5.525 -4.994
H: 3.373 -2.267 -4.246
H: 2.382 -1.723 -2.907
H: 1.734 -3.153 -3.876
C: -3.051 2.363 1.324
C: -4.275 1.552 1.846
O: -4.675 1.693 2.976
N: -4.713 0.415 0.928
H: -5.621 0.636 0.530
H: -4.000 0.158 0.222
C: -4.970 -0.892 1.735
H: -3.326 3.179 0.655
H: -2.204 1.788 0.958
H: -2.802 2.937 2.217
H: -3.921 -1.184 1.741
H: -5.590 -1.560 1.141
H: -5.429 -0.831 2.718
C: 2.358 1.829 2.841
C: 1.882 3.183 2.548
O: 0.939 3.496 1.904
N: 2.759 4.391 2.920
H: 2.344 4.915 3.682
H: 3.662 4.044 3.235
C: 3.220 5.114 1.626
H: 3.234 1.502 2.273
H: 1.542 1.163 2.558
H: 2.502 1.671 3.912
H: 3.786 5.978 1.981
H: 2.378 5.578 1.114
H: 3.834 4.634 0.864
O: 3.727 0.667 -1.913
C: 3.940 -0.183 -0.911
O: 3.466 0.101 0.236
O: 4.612 -1.235 -1.095
H: 3.416 1.452 -1.417
O: -2.482 0.308 3.994
C: -1.182 0.204 3.702
O: -0.355 0.884 4.350
O: -0.865 -0.514 2.753
H: -2.438 0.804 4.821
O: -2.861 -3.159 2.649
C: -3.212 -4.187 3.454
O: -3.076 -3.927 4.684
O: -3.651 -5.287 3.054
H: -2.433 -2.698 3.395
O: -3.859 1.222 -3.117
C: -4.179 0.571 -1.979
O: -3.550 0.845 -0.910
O: -5.186 -0.176 -1.937
H: -3.114 1.787 -2.824
O: -0.553 -5.941 -1.954
C: 0.693 -6.294 -1.524
O: 1.608 -5.432 -1.581
O: 0.822 -7.385 -0.950
H: -0.864 -6.814 -2.223
O: 1.547 5.423 -0.900
C: 2.544 4.640 -1.438
O: 3.478 5.189 -2.054
O: 2.437 3.385 -1.382
H: 0.893 4.768 -0.609
O: -3.203 4.586 -2.033
C: -2.008 3.939 -2.032
O: -1.695 3.165 -2.949
O: -1.244 4.296 -1.093
H: -3.085 5.136 -1.249

Charges computed using Löwdin, reported in e: C 0.05; C -0.36; O 0.14; N 0.10; H 0.12; H 0.08; C 0.05; H 0.07; H 0.09; H 0.08; H 0.10; H 0.08; H 0.06; C 0.01; C -0.37; O 0.15; N 0.08; H 0.11; H 0.12; C 0.06; H 0.08; H 0.08; H 0.08; H 0.10; H 0.08; H 0.10; C 0.04; C -0.33; O 0.10; N 0.07; H 0.16; H 0.04; C 0.04; H 0.09; H 0.05; H 0.09; H 0.08; H 0.10; H 0.09; C 0.02; C -0.39; O 0.18; N 0.11; H 0.17; H 0.15; C 0.03; H 0.09; H 0.09; H 0.10; H 0.09; H 0.08; H 0.12; O 0.07; C -0.85; O -0.09; O -0.09; H 0.07; O 0.07; C -0.85; O -0.06; O -0.03; H 0.11; O 0.02; C -0.88; O -0.12; O -0.08; H 0.08; O 0.10; C -0.73; O -0.09; O -0.03; H 0.07; O 0.06; C -0.83; O -0.08; O -0.04; H 0.09; O 0.01; C -0.86; O -0.07; O -0.05; H 0.06; O 0.04; C -0.83; O -0.02; O -0.07; H 0.08

4.
Formula: C2H11N2O2
Source: the OMol25 dataset
Level of theory: wB97M-V/def2-TZVPD

Calculated values
Charge: +1
Multiplicity: 1
Gap between HOMO and LUMO (eV): 11.1970

Positions of all 17 atoms, in Å:
C: 0.362 -0.912 1.580
N: -0.728 0.845 -1.397
C: -0.629 -0.003 -0.388
N: 0.157 0.203 0.644
H: 1.427 -1.139 1.632
H: -0.151 -1.796 1.211
H: 0.055 -0.636 2.584
H: 0.076 1.447 -1.567
H: -1.039 0.389 -2.247
H: -1.184 -0.929 -0.469
H: 0.054 1.115 1.084
H: 1.449 -2.948 -1.397
H: 0.090 -3.339 -1.953
O: 0.518 -2.685 -1.387
H: 0.514 3.768 0.950
H: -0.892 3.554 0.467
O: -0.079 3.066 0.651

Charges computed using Löwdin, reported in e: C -0.03; N 0.19; C -0.15; N 0.02; H 0.10; H 0.08; H 0.10; H 0.14; H 0.14; H 0.15; H 0.12; H 0.06; H 0.05; O -0.06; H 0.07; H 0.07; O -0.05

Summary of molecular weight in g mol⁻¹
706.55, 136.11, 723.52, 95.12
(order as listed above)
Summary of ΔE to the lowest compared entry with this formula, charge and spin in kcal/mol
20.4, 107.1, 0.0, 16.7
(order as listed above)
Summary of E_tot in a.u.
-2496.9428, -712.8118, -2847.4694, -342.5618
(order as listed above)